Record 1
This record from OMol25 describes the ion C2HNO4S with charge -2 in a non-equilibrium geometry. The level of theory is ωB97M-V/def2-TZVPD.

Values from the calculation:
- orbital gap (spin up / spin down) (eV) = 5.451 / 5.451
- relative energy (zero: lowest compared OMol25 entry of this formula, charge and spin) (eV) = 0.000

```
! wB97M-V def2-TZVPD RIJCOSX def2/J DEFGRID3
* xyz -2 1
C -2.0742 -1.6145 -0.1005
C -1.6107 1.3008 -0.2863
N 0.5540 0.4369 1.2799
O -3.0260 -2.1668 0.4346
O -0.6924 1.8011 -0.9356
O -1.6132 -1.6400 -1.2051
O -2.8498 1.3823 -0.2619
S -1.0655 0.0057 1.0938
H 0.9330 0.5642 0.3800
*
```

---

Record 2
This record from OMol25 describes a cluster of 2 separate species, C4H14N3O in total in a non-equilibrium geometry. The level of theory is ωB97M-V/def2-TZVPD.

Values from the calculation:
- orbital gap (eV) = 8.465
- relative energy (zero: lowest compared OMol25 entry of this formula, charge and spin) (eV) = 1.438

```
! wB97M-V def2-TZVPD RIJCOSX def2/J DEFGRID3
* xyz 1 1
C -0.7120 1.2071 1.0689
C 0.6317 1.4702 0.3295
C 0.8780 0.4859 -0.7840
C 1.7485 -0.5151 -0.6205
N 2.0508 -1.4795 -1.5480
N 0.0505 0.7154 -1.9326
N -1.6446 0.3782 0.2074
H -0.5601 0.6421 1.9929
H -1.2174 2.1432 1.2565
H 1.4343 1.5721 1.0593
H 0.5153 2.4574 -0.1240
H 2.3243 -0.5226 0.2891
H 2.7913 -2.1359 -1.3918
H 1.7069 -1.3395 -2.4822
H 0.2397 1.6195 -2.3562
H 0.2397 0.0468 -2.6714
H -2.5937 0.7152 0.3842
H -1.6729 -0.6051 0.5120
H -1.3918 0.4144 -0.8013
H -1.8139 -2.9250 1.9556
H -1.2258 -2.2643 3.2116
O -1.7788 -2.0806 2.4448
*
```

---

Record 3
This record from OMol25 describes a structure of composition C4H8NO3 in a non-equilibrium geometry. The level of theory is ωB97M-V/def2-TZVPD.

Values from the calculation:
- orbital gap (eV) = 7.586
- relative energy (zero: lowest compared OMol25 entry of this formula, charge and spin) (eV) = 2.876

```
! wB97M-V def2-TZVPD RIJCOSX def2/J DEFGRID3
* xyz -1 1
O -2.1520 -0.8965 1.7498
C -1.2033 -1.4296 1.1978
N -0.2625 -0.8052 0.4841
C -0.3397 0.5700 0.0435
C -0.2467 0.5669 -1.4990
O 0.8356 -0.2411 -1.8076
C 0.9630 1.3133 0.4039
O 2.1017 0.7022 -0.1958
H -0.9389 -2.5188 1.1573
H 0.4450 -1.2660 -0.0906
H -1.1742 1.0930 0.5116
H -1.2408 0.1737 -1.8044
H -0.0361 1.5853 -1.8189
H 1.5288 0.1596 -1.0652
H 1.1740 1.4124 1.4833
H 0.8765 2.3286 -0.0497
*
```

---

Record 4
This record from OMol25 describes a cluster of 22 separate species, C18H78N3O21 in total in a non-equilibrium geometry. The level of theory is ωB97M-V/def2-TZVPD.

Values from the calculation:
- orbital gap (eV) = 2.737

```
! wB97M-V def2-TZVPD RIJCOSX def2/J DEFGRID3
* xyz -1 1
N 22.8057 -9.3023 22.0602
H 23.6955 -8.8674 22.3023
H 22.7281 -10.1935 22.5547
H 22.8360 -9.5083 21.0584
H 21.9937 -8.6825 22.2636
C 20.5401 -6.8437 16.9815
C 20.4748 -6.4706 18.4782
C 21.5978 -7.2155 19.2419
C 22.9837 -6.6086 19.0693
C 22.8857 -5.1339 19.4192
C 21.8020 -4.3466 18.6955
N 20.5132 -5.0352 18.7838
O 19.4857 -4.2512 18.2168
C 22.3498 -4.0121 17.3052
C 21.6261 -3.0430 19.4442
C 19.1967 -7.0909 19.0339
H 20.2716 -7.8984 16.8829
H 21.4779 -6.7209 16.4382
H 19.8058 -6.2283 16.4726
H 21.5346 -8.2562 18.9017
H 21.4248 -7.3104 20.3212
H 23.3554 -6.6590 18.0418
H 23.6991 -7.0999 19.7340
H 23.8889 -4.7318 19.2374
H 22.7716 -5.1170 20.5102
H 22.6938 -4.8863 16.7414
H 23.2646 -3.4143 17.3683
H 21.6094 -3.5058 16.6896
H 21.2068 -3.3324 20.4115
H 20.9264 -2.3027 19.0590
H 22.5574 -2.4923 19.5765
H 19.0073 -6.7613 20.0633
H 19.2291 -8.1754 19.1107
H 18.3446 -6.6924 18.4827
C 19.0329 -13.6881 23.0481
C 17.6287 -13.0304 22.8420
C 17.3265 -12.1218 24.0421
C 17.9909 -10.7594 24.0243
C 17.8721 -10.1346 22.6402
C 18.2429 -11.0235 21.4677
N 17.5997 -12.2924 21.5950
O 17.6570 -13.1268 20.4884
C 19.7978 -11.1295 21.3203
C 17.7951 -10.2996 20.1929
C 16.6026 -14.1398 22.8987
H 19.4518 -14.1562 22.1594
H 18.9030 -14.5380 23.7366
H 19.7352 -13.0286 23.5656
H 17.5802 -12.6392 24.9692
H 16.2667 -11.8606 23.9141
H 19.0552 -10.9065 24.2784
H 17.6312 -10.0475 24.7698
H 18.4585 -9.2069 22.6139
H 16.8175 -9.8563 22.5294
H 20.2979 -11.0429 22.2976
H 20.1892 -10.2635 20.7620
H 20.0417 -12.0498 20.7903
H 16.7164 -10.3674 20.0462
H 18.2335 -10.7593 19.3042
H 18.1537 -9.2664 20.2025
H 16.7915 -14.9672 22.2109
H 15.6055 -13.8177 22.5815
H 16.5357 -14.5676 23.9022
O 20.7901 -6.1394 13.8778
H 21.7159 -5.9534 13.6925
H 20.4824 -5.3715 14.4120
O 19.5509 -4.0958 15.1958
H 19.4764 -4.4462 16.1111
H 19.8814 -3.1994 15.3242
O 21.4124 -7.0058 22.4417
H 20.5942 -6.5717 22.1512
H 22.1235 -6.3932 22.2075
O 21.4525 -10.2100 15.6459
H 21.9183 -10.7368 14.9896
H 21.9347 -9.3757 15.6564
O 16.8137 -4.9894 19.7330
H 17.7196 -5.1492 19.4184
H 16.2545 -5.5070 19.1455
O 24.3075 -2.5304 21.9102
H 23.6468 -1.9746 21.4708
H 25.1600 -2.1500 21.6842
O 17.8788 -10.0874 17.5386
H 17.2640 -9.9608 18.2689
H 18.1444 -11.0095 17.6032
O 17.1407 -2.4404 17.9131
H 17.0565 -3.3065 18.3208
H 17.8651 -2.5426 17.2891
O 19.6388 0.1004 19.9286
H 19.3098 0.3476 19.0582
H 19.4095 -0.8481 20.0101
O 19.6527 -1.5963 16.7079
H 20.0433 -2.1243 17.4269
H 20.4032 -1.2430 16.2181
O 16.5742 -5.1726 15.3260
H 17.4729 -4.8178 15.3438
H 16.6876 -6.1189 15.4578
O 23.9397 -8.1250 15.6536
H 24.3029 -8.9683 15.9432
H 23.6707 -7.6833 16.4676
O 26.5904 -5.4865 18.7099
H 25.8340 -5.1604 19.2092
H 27.1080 -4.6991 18.5167
O 23.6356 -5.1071 22.6904
H 23.5748 -4.1409 22.5808
H 24.5345 -5.2540 22.9938
O 19.3222 -5.3201 21.5199
H 18.5073 -5.4102 21.0091
H 19.8863 -4.7658 20.9607
O 20.4888 -3.5042 23.5055
H 19.6013 -3.1402 23.4384
H 20.4793 -4.2587 22.9060
O 18.7463 -2.4287 20.5016
H 18.6355 -2.8776 21.3421
H 18.9767 -3.1378 19.8587
O 21.1860 -8.8774 13.0457
H 20.3125 -8.5437 12.8237
H 21.4480 -8.3425 13.8004
O 22.3851 -0.3906 20.9235
H 21.4557 -0.4352 20.6362
H 22.8624 -0.0865 20.1458
*
```

---

Record 5
This record from OMol25 describes a structure of composition C6H19BrN5O3Y in a non-equilibrium geometry. The level of theory is ωB97M-V/def2-TZVPD.

Values from the calculation:
- orbital gap (eV) = 2.647
- relative energy (zero: lowest compared OMol25 entry of this formula, charge and spin) (eV) = 7.207

```
! wB97M-V def2-TZVPD RIJCOSX def2/J DEFGRID3
* xyz 2 1
Y 2.4180 3.7794 2.4910
Br 1.0937 1.2263 2.6379
C 2.8329 -2.4319 1.2894
O 3.7606 -1.6416 1.2146
N 2.9684 -3.6427 1.3134
N 1.5332 -2.1589 1.5035
H 2.0599 -4.0818 1.2688
H 3.7954 -4.2006 1.1561
H 1.3921 -1.1600 1.5542
H 0.8642 -2.9060 1.6227
C -2.8927 0.3206 2.3574
O -2.6090 1.2089 1.5767
N -4.0698 -0.1871 2.4618
N -2.0542 -0.4498 3.0711
H -4.2544 -1.1037 2.8439
H -4.7010 0.1364 1.7428
H -1.1088 -0.0997 3.0095
H -2.4350 -1.2546 3.5478
C 0.9753 -0.3027 -1.9891
C -0.0482 0.7651 -1.4561
C -0.9861 1.2558 -2.5994
O -0.2389 1.4846 -3.8144
C 0.6181 2.6797 -3.6189
N -0.7127 0.2224 -0.3103
H 0.4438 -1.0152 -2.6199
H 1.3760 -0.8812 -1.1567
H 1.7843 0.1151 -2.5883
H 0.5815 1.6188 -1.2057
H -1.5130 2.1530 -2.2747
H -1.6654 0.4134 -2.7301
H -0.0499 3.4946 -3.3396
H 1.0752 2.9576 -4.5685
H 1.4423 2.5715 -2.9138
H -1.5013 0.7797 -0.0143
H -0.1743 0.3346 0.5369
*
```

---

Record 6
This record from OMol25 describes a structure of composition C28H20BrINO2SiSr in a non-equilibrium geometry. The level of theory is ωB97M-V/def2-TZVPD.

Values from the calculation:
- orbital gap (eV) = 6.571
- relative energy (zero: lowest compared OMol25 entry of this formula, charge and spin) (eV) = 0.000

```
! wB97M-V def2-TZVPD RIJCOSX def2/J DEFGRID3
* xyz -1 1
Sr 0.5260 -0.1270 -1.5844
I 3.8936 0.1443 -2.5596
C 3.9239 2.2424 -2.3709
C 5.1523 2.8397 -2.3883
C 5.2437 4.2419 -2.2847
C 4.1071 4.9876 -2.1737
C 2.8307 4.3745 -2.1561
C 1.6599 5.1616 -2.0417
C 0.4367 4.5596 -2.0264
C 0.3416 3.1517 -2.1174
C 1.4262 2.3006 -2.2235
C 2.6997 2.9560 -2.2500
H 6.0516 2.2456 -2.4803
H 6.2184 4.7139 -2.2948
H 4.1630 6.0681 -2.0954
H 1.7602 6.2390 -1.9667
H -0.4639 5.1591 -1.9404
H -0.6705 2.7433 -2.0985
Br -3.4088 1.8909 -1.0446
C -3.4980 0.0437 -1.4716
C -4.7153 -0.6061 -1.3676
C -4.7284 -1.9650 -1.6314
C -3.5449 -2.5990 -1.9654
C -2.3889 -1.8431 -2.0809
N -2.3703 -0.5220 -1.8438
C -1.0501 -2.4957 -2.4285
O -0.9019 -3.6714 -2.1073
O -0.2137 -1.7113 -2.9718
H -5.6014 -0.0664 -1.0703
H -5.6528 -2.5230 -1.5501
H -3.4804 -3.6641 -2.1359
C 2.2668 -4.5507 3.2998
C 1.5847 -4.5293 2.0912
C 1.1321 -3.3252 1.5679
C 1.3207 -2.1122 2.2384
C 2.0107 -2.1633 3.4532
C 2.4835 -3.3589 3.9777
Si 0.6763 -0.4681 1.4938
C -1.1567 -0.4872 2.0718
C -2.0147 -1.5226 1.6815
C -3.3537 -1.5380 2.0411
C -3.8940 -0.4881 2.7738
C -3.0706 0.5594 3.1578
C -1.7234 0.5483 2.8202
H 2.6306 -5.4867 3.7072
H 1.4135 -5.4501 1.5457
H 0.6254 -3.3409 0.6062
H 2.1778 -1.2428 4.0022
H 3.0183 -3.3614 4.9212
H 1.2385 0.5177 2.4885
H -1.6221 -2.3577 1.1058
H -3.9789 -2.3701 1.7441
H -4.9433 -0.4901 3.0463
H -3.4759 1.3826 3.7359
H -1.0912 1.3660 3.1510
*
```